1.
Below is a structure of composition C24H61CrN5O9 at a distorted geometry, with properties calculated with ωB97M-V/def2-TZVPD.

spin multiplicity: 5
HOMO (spin up / spin down): -7.420 / -8.618 eV
<S²>: 6.01
molar mass: 615.8 g mol⁻¹
E_LUMO (spin up / spin down): 0.2649 / 0.0500 eV
E_tot: -80172.6784 eV

XYZ file:
```
100
C24H61CrN5O9, DFT ωB97M-V/def2-TZVPD
Cr -0.22 2.21 1.29
C 1.24 -1.63 0.52
C 0.80 -0.23 0.95
O 1.15 0.80 0.40
O 0.01 0.09 1.83
H 0.34 -2.23 0.60
H 1.99 -1.92 1.26
H 1.53 -1.84 -0.51
C -2.76 2.08 -2.05
C -1.92 2.03 -0.81
O -0.91 2.76 -0.80
O -2.11 1.45 0.29
H -2.41 2.20 -3.08
H -3.54 2.83 -2.07
H -3.29 1.13 -2.08
C -2.61 -1.94 4.71
C -1.35 -1.83 5.54
C -0.03 -1.97 4.69
O 1.15 -1.70 5.47
C 2.37 -1.87 4.68
N -1.45 -0.54 6.09
H -2.71 -2.80 4.05
H -2.65 -1.06 4.07
H -3.52 -1.95 5.33
H -1.25 -2.47 6.43
H 0.00 -1.22 3.90
H 0.11 -2.97 4.28
H 3.18 -1.47 5.29
H 2.48 -1.36 3.72
H 2.48 -2.92 4.40
H -0.60 -0.46 6.64
H -1.40 0.17 5.38
C 1.81 1.43 -2.80
C 1.82 2.93 -3.16
C 0.84 3.18 -4.23
O 0.77 4.45 -4.76
C -0.16 4.53 -5.85
N 1.45 3.69 -2.00
H 2.20 0.66 -3.47
H 0.81 1.05 -2.61
H 2.21 1.21 -1.81
H 2.84 3.13 -3.50
H -0.21 2.97 -4.00
H 1.05 2.50 -5.05
H -1.04 3.90 -5.68
H 0.22 4.02 -6.74
H -0.46 5.56 -6.06
H 0.57 3.48 -1.56
H 1.35 4.61 -2.39
C 3.37 4.74 1.14
C 2.52 3.50 1.46
C 2.07 3.28 2.87
O 1.08 2.32 2.98
C 1.09 1.71 4.32
N 1.22 3.73 0.87
H 3.73 4.78 0.12
H 4.20 4.77 1.84
H 2.91 5.73 1.24
H 2.88 2.60 0.96
H 1.81 4.19 3.41
H 2.98 2.86 3.30
H 1.94 1.04 4.48
H 0.19 1.15 4.59
H 1.09 2.38 5.18
H 0.93 4.69 1.01
H 1.41 3.75 -0.12
C -5.79 -1.66 -3.14
C -5.92 -0.98 -1.78
C -4.70 -1.02 -0.81
O -4.28 -2.34 -0.40
C -3.43 -2.23 0.72
N -6.12 0.37 -2.06
H -6.78 -1.79 -3.57
H -5.39 -2.65 -2.97
H -5.17 -1.08 -3.82
H -6.81 -1.41 -1.31
H -4.92 -0.41 0.07
H -3.77 -0.60 -1.19
H -3.79 -1.63 1.55
H -2.52 -1.69 0.49
H -3.21 -3.26 1.03
H -6.38 1.03 -1.34
H -5.49 0.85 -2.69
C 4.45 -3.58 -0.88
C 4.01 -3.71 -2.29
C 2.93 -4.89 -2.36
O 1.74 -4.39 -1.85
C 0.64 -5.28 -1.89
N 3.53 -2.45 -2.72
H 3.58 -3.40 -0.24
H 5.15 -2.75 -0.76
H 4.93 -4.51 -0.57
H 4.87 -3.84 -2.95
H 3.28 -5.72 -1.74
H 2.83 -5.25 -3.38
H 0.50 -5.70 -2.88
H -0.25 -4.79 -1.50
H 0.83 -6.23 -1.39
H 2.71 -2.42 -2.12
H 3.15 -2.53 -3.66
```

=====

2.
Below is a structure of composition C24H61Cu2O23PbS6 at a distorted geometry, with properties calculated with ωB97M-V/def2-TZVPD.

spin multiplicity: 3
HOMO (spin up / spin down): -10.541 / -10.311 eV
<S²>: 2.02
molar mass: 1244.4 g mol⁻¹
charge: +1
E_LUMO (spin up / spin down): -4.4138 / -5.8857 eV
E_tot: -232487.9648 eV

XYZ file:
```
117
C24H61Cu2O23PbS6, DFT ωB97M-V/def2-TZVPD
Pb 2.28 4.88 0.75
Cu -2.58 -0.30 -1.17
Cu -0.86 2.55 0.20
C -4.24 3.17 -2.47
C -3.90 2.98 -0.97
O -3.09 1.91 -0.58
H -4.81 2.30 -2.80
H -3.29 3.18 -3.01
H -4.97 3.96 -2.63
H -4.84 2.94 -0.41
H -3.45 3.93 -0.67
O -0.64 0.23 -0.18
C 0.56 -0.07 0.46
C 1.79 1.01 0.30
O 1.53 2.42 0.39
H 0.90 -1.07 0.22
H 0.28 -0.11 1.51
H 2.12 0.87 -0.72
H 2.54 0.58 0.97
O -0.43 4.61 0.92
C -0.79 5.69 1.72
C 0.15 6.21 2.88
O 1.45 6.71 2.49
H -1.75 5.47 2.18
H -0.94 6.53 1.04
H 0.21 5.34 3.53
H -0.38 6.91 3.53
O 2.42 -3.02 -6.69
S 3.45 -2.03 -6.40
O 4.20 -1.51 -7.57
O 2.82 -0.83 -5.52
C 2.00 -1.26 -4.47
C 2.18 -0.57 -3.08
C 4.59 -2.80 -5.14
H 2.06 -2.33 -4.27
H 0.98 -1.10 -4.83
H 3.03 -0.79 -2.43
H 1.38 -0.92 -2.43
H 1.92 0.49 -3.20
H 5.43 -2.13 -4.99
H 4.88 -3.70 -5.68
H 4.10 -3.06 -4.20
O -2.03 0.42 4.47
S -2.19 1.73 3.83
O -1.40 1.94 2.59
O -3.81 2.01 3.51
C -4.31 3.15 2.81
C -5.22 3.81 3.84
C -1.75 3.06 4.98
H -4.86 2.71 1.98
H -3.57 3.72 2.26
H -4.73 4.36 4.64
H -5.90 3.08 4.28
H -5.83 4.46 3.21
H -1.56 3.95 4.39
H -0.80 2.74 5.41
H -2.56 3.44 5.60
O 3.94 4.51 -1.24
S 5.22 4.55 -1.99
O 6.39 5.15 -1.35
O 5.58 2.99 -2.37
C 4.53 2.10 -2.73
C 4.91 1.59 -4.09
C 4.92 5.16 -3.76
H 3.56 2.56 -2.92
H 4.53 1.42 -1.88
H 4.67 2.34 -4.85
H 4.33 0.70 -4.32
H 5.96 1.34 -4.23
H 5.70 4.57 -4.24
H 5.04 6.25 -3.73
H 3.91 4.88 -4.04
O -2.00 -2.42 -0.95
S -1.18 -3.59 -0.65
O -0.82 -3.96 0.70
O -1.89 -4.92 -1.39
C -2.33 -4.74 -2.75
C -2.84 -6.14 -2.98
C 0.38 -3.49 -1.78
H -1.55 -4.71 -3.51
H -3.16 -4.04 -2.89
H -1.99 -6.72 -3.36
H -3.69 -6.23 -3.65
H -3.28 -6.72 -2.17
H 1.10 -2.94 -1.17
H 0.14 -2.80 -2.60
H 0.65 -4.44 -2.23
O -3.18 -0.96 1.09
S -3.56 -2.03 2.03
O -4.68 -1.77 2.94
O -3.79 -3.44 1.15
C -4.69 -4.41 1.65
C -4.62 -5.52 0.69
C -2.09 -2.60 3.16
H -5.63 -3.88 1.81
H -4.38 -4.71 2.65
H -4.83 -5.25 -0.34
H -5.25 -6.41 0.77
H -3.61 -5.91 0.58
H -2.33 -2.14 4.12
H -1.28 -2.10 2.64
H -2.01 -3.68 3.31
O 0.22 -2.41 4.70
S 1.47 -1.88 5.22
O 1.75 -1.94 6.65
O 2.74 -2.62 4.53
C 2.65 -2.85 3.10
C 3.96 -2.91 2.33
C 1.77 -0.17 4.66
H 2.05 -2.16 2.50
H 2.21 -3.82 2.86
H 3.85 -3.22 1.29
H 4.69 -3.67 2.62
H 4.40 -1.93 2.17
H 2.80 -0.02 5.00
H 1.14 0.44 5.31
H 1.76 -0.11 3.58
```

=====

3.
Below is a structure of composition C24H62CuO18P4 at a distorted geometry, with properties calculated with ωB97M-V/def2-TZVPD.

HOMO: -2.727 eV
molar mass: 826.2 g mol⁻¹
charge: -1
E_LUMO: 2.1883 eV
E_tot: -144554.4066 eV

XYZ file:
```
109
C24H62CuO18P4, DFT ωB97M-V/def2-TZVPD
Cu -0.13 0.80 2.23
O 1.17 1.30 3.85
H 1.24 2.25 3.90
O -1.85 -0.23 3.30
H -2.21 -0.99 2.85
C -2.51 6.18 -1.81
C -1.37 5.91 -0.83
O -1.45 4.56 -0.38
P -0.18 3.74 0.15
O -0.56 2.46 0.76
O 0.76 3.55 -1.13
C 1.95 2.79 -0.98
C 3.17 3.63 -1.24
O 0.55 4.76 1.13
C 1.48 4.24 2.12
C 1.27 4.88 3.47
H -3.48 5.96 -1.38
H -2.54 7.24 -2.05
H -2.36 5.52 -2.66
H -0.43 6.18 -1.32
H -1.53 6.54 0.05
H 2.00 2.31 0.01
H 1.89 1.98 -1.71
H 3.25 4.53 -0.62
H 4.11 3.09 -1.10
H 3.22 4.07 -2.24
H 1.38 3.16 2.23
H 2.48 4.37 1.71
H 1.56 5.93 3.50
H 0.27 4.75 3.88
H 1.96 4.30 4.10
C -4.78 -1.32 -4.07
C -4.83 -0.28 -5.17
O -4.68 1.06 -4.61
P -3.34 1.47 -3.86
O -2.15 0.68 -4.22
O -3.26 3.04 -4.17
C -3.17 3.45 -5.54
C -2.29 4.68 -5.59
O -3.72 1.43 -2.30
C -2.67 1.38 -1.27
C -2.88 0.11 -0.46
H -3.74 -1.62 -3.91
H -5.22 -0.92 -3.16
H -5.35 -2.20 -4.37
H -4.08 -0.30 -5.96
H -5.81 -0.27 -5.65
H -2.75 2.61 -6.11
H -4.12 3.70 -6.01
H -2.08 4.98 -6.62
H -2.77 5.50 -5.05
H -1.37 4.58 -5.02
H -1.71 1.50 -1.77
H -2.91 2.26 -0.68
H -2.65 -0.74 -1.12
H -2.29 0.08 0.45
H -3.95 0.09 -0.25
C 1.92 -5.00 0.18
C 1.91 -3.79 -0.73
O 1.17 -2.74 -0.15
P 1.66 -1.21 -0.41
O 0.88 -0.29 0.41
O 3.22 -1.27 -0.04
C 3.78 -0.03 0.42
C 5.17 -0.33 0.98
O 1.64 -0.97 -1.97
C 0.41 -0.64 -2.65
C 0.23 -1.68 -3.76
H 0.95 -5.46 0.40
H 2.58 -5.81 -0.15
H 2.33 -4.73 1.16
H 2.97 -3.54 -0.87
H 1.56 -4.14 -1.70
H 3.90 0.73 -0.36
H 3.15 0.41 1.20
H 5.83 -0.72 0.21
H 5.65 0.55 1.41
H 5.06 -0.99 1.84
H -0.48 -0.75 -2.02
H 0.52 0.35 -3.06
H -0.74 -1.62 -4.24
H 1.00 -1.51 -4.52
H 0.39 -2.71 -3.44
C 3.17 -2.24 3.89
C 1.92 -2.29 3.07
O 0.97 -3.30 3.44
P 0.39 -3.51 4.92
O 0.29 -2.31 5.74
O -1.01 -4.27 4.71
C -1.94 -3.85 3.71
C -1.79 -4.77 2.49
O 1.28 -4.67 5.58
C 1.26 -6.02 5.09
C 1.89 -6.13 3.70
H 3.55 -3.22 4.18
H 3.96 -1.81 3.27
H 3.00 -1.62 4.77
H 1.40 -1.32 3.06
H 2.15 -2.46 2.02
H -2.90 -3.93 4.22
H -1.78 -2.82 3.38
H -2.48 -4.44 1.71
H -0.78 -4.69 2.10
H -2.02 -5.81 2.73
H 1.84 -6.58 5.81
H 0.24 -6.39 5.08
H 2.82 -5.57 3.63
H 2.15 -7.14 3.35
H 1.26 -5.73 2.91
```

=====

4.
Below is a structure of composition C24H62FO10PS at a distorted geometry, with properties calculated with ωB97M-V/def2-TZVPD.

HOMO: -9.465 eV
molar mass: 592.8 g mol⁻¹
E_LUMO: 0.4481 eV
E_tot: -69203.3620 eV

XYZ file:
```
99
C24H62FO10PS, DFT ωB97M-V/def2-TZVPD
O 2.56 -0.76 -0.43
P 2.60 0.00 -1.66
O 1.15 0.26 -2.35
S 0.13 1.15 -1.43
O -0.15 2.35 -2.09
O -1.31 0.29 -1.66
F -0.94 -1.07 -1.62
H 3.24 1.22 -1.39
H 3.32 -0.74 -2.61
C 2.61 -4.36 -5.27
C 2.00 -3.94 -3.94
O 1.62 -2.57 -3.88
C 0.65 -2.15 -4.83
C -0.67 -2.89 -4.72
H 3.48 -3.74 -5.50
H 2.91 -5.40 -5.23
H 1.90 -4.25 -6.09
H 2.74 -4.07 -3.15
H 1.15 -4.58 -3.68
H 1.05 -2.22 -5.85
H 0.49 -1.09 -4.63
H -0.57 -3.95 -4.92
H -1.39 -2.48 -5.44
H -1.09 -2.78 -3.72
C -2.07 4.76 2.60
C -1.69 3.56 1.75
O -0.52 2.89 2.19
C -0.56 2.37 3.50
C -1.65 1.34 3.72
H -1.25 5.48 2.62
H -2.95 5.25 2.19
H -2.29 4.48 3.63
H -1.49 3.89 0.73
H -2.53 2.85 1.69
H -0.63 3.18 4.23
H 0.41 1.90 3.66
H -2.65 1.76 3.58
H -1.59 0.94 4.74
H -1.54 0.51 3.02
C -2.32 -2.89 0.37
C -3.29 -3.35 -0.70
O -3.18 -4.72 -1.04
C -3.39 -5.65 0.01
C -4.78 -5.56 0.64
H -1.29 -3.09 0.06
H -2.44 -1.83 0.55
H -2.48 -3.41 1.32
H -3.10 -2.80 -1.62
H -4.33 -3.12 -0.42
H -2.61 -5.54 0.77
H -3.26 -6.63 -0.43
H -4.95 -4.59 1.10
H -4.89 -6.32 1.40
H -5.55 -5.70 -0.12
C -3.71 1.02 -8.42
C -3.56 -0.42 -7.95
O -3.29 -0.55 -6.57
C -4.27 -0.03 -5.69
C -5.64 -0.68 -5.85
H -2.82 1.60 -8.17
H -3.87 1.06 -9.49
H -4.56 1.52 -7.94
H -2.70 -0.87 -8.46
H -4.43 -1.01 -8.23
H -4.34 1.05 -5.79
H -3.90 -0.23 -4.69
H -6.06 -0.50 -6.84
H -6.33 -0.27 -5.11
H -5.57 -1.75 -5.70
C -0.05 4.75 8.66
C 0.68 3.54 8.09
O 0.78 3.54 6.68
C 1.47 4.64 6.10
C 2.92 4.77 6.55
H -1.05 4.82 8.24
H -0.13 4.66 9.74
H 0.47 5.68 8.44
H 0.13 2.64 8.34
H 1.67 3.44 8.54
H 0.92 5.57 6.28
H 1.45 4.46 5.03
H 2.99 4.95 7.63
H 3.40 5.60 6.04
H 3.47 3.85 6.33
C 5.02 -1.25 1.75
C 6.16 -0.47 1.11
O 6.14 0.92 1.39
C 6.21 1.29 2.75
C 7.47 0.82 3.45
H 4.07 -0.85 1.42
H 5.08 -2.30 1.46
H 5.05 -1.20 2.84
H 6.10 -0.55 0.03
H 7.13 -0.89 1.40
H 5.32 0.95 3.29
H 6.18 2.38 2.76
H 7.55 -0.27 3.47
H 7.48 1.18 4.48
H 8.36 1.20 2.94
```

=====

What did the fourth record say?
Below is a structure of composition C24H62FO10PS at a distorted geometry, with properties calculated with ωB97M-V/def2-TZVPD.

HOMO: -9.465 eV
molar mass: 592.8 g mol⁻¹
E_LUMO: 0.4481 eV
E_tot: -69203.3620 eV

XYZ file:
```
99
C24H62FO10PS, DFT ωB97M-V/def2-TZVPD
O 2.56 -0.76 -0.43
P 2.60 0.00 -1.66
O 1.15 0.26 -2.35
S 0.13 1.15 -1.43
O -0.15 2.35 -2.09
O -1.31 0.29 -1.66
F -0.94 -1.07 -1.62
H 3.24 1.22 -1.39
H 3.32 -0.74 -2.61
C 2.61 -4.36 -5.27
C 2.00 -3.94 -3.94
O 1.62 -2.57 -3.88
C 0.65 -2.15 -4.83
C -0.67 -2.89 -4.72
H 3.48 -3.74 -5.50
H 2.91 -5.40 -5.23
H 1.90 -4.25 -6.09
H 2.74 -4.07 -3.15
H 1.15 -4.58 -3.68
H 1.05 -2.22 -5.85
H 0.49 -1.09 -4.63
H -0.57 -3.95 -4.92
H -1.39 -2.48 -5.44
H -1.09 -2.78 -3.72
C -2.07 4.76 2.60
C -1.69 3.56 1.75
O -0.52 2.89 2.19
C -0.56 2.37 3.50
C -1.65 1.34 3.72
H -1.25 5.48 2.62
H -2.95 5.25 2.19
H -2.29 4.48 3.63
H -1.49 3.89 0.73
H -2.53 2.85 1.69
H -0.63 3.18 4.23
H 0.41 1.90 3.66
H -2.65 1.76 3.58
H -1.59 0.94 4.74
H -1.54 0.51 3.02
C -2.32 -2.89 0.37
C -3.29 -3.35 -0.70
O -3.18 -4.72 -1.04
C -3.39 -5.65 0.01
C -4.78 -5.56 0.64
H -1.29 -3.09 0.06
H -2.44 -1.83 0.55
H -2.48 -3.41 1.32
H -3.10 -2.80 -1.62
H -4.33 -3.12 -0.42
H -2.61 -5.54 0.77
H -3.26 -6.63 -0.43
H -4.95 -4.59 1.10
H -4.89 -6.32 1.40
H -5.55 -5.70 -0.12
C -3.71 1.02 -8.42
C -3.56 -0.42 -7.95
O -3.29 -0.55 -6.57
C -4.27 -0.03 -5.69
C -5.64 -0.68 -5.85
H -2.82 1.60 -8.17
H -3.87 1.06 -9.49
H -4.56 1.52 -7.94
H -2.70 -0.87 -8.46
H -4.43 -1.01 -8.23
H -4.34 1.05 -5.79
H -3.90 -0.23 -4.69
H -6.06 -0.50 -6.84
H -6.33 -0.27 -5.11
H -5.57 -1.75 -5.70
C -0.05 4.75 8.66
C 0.68 3.54 8.09
O 0.78 3.54 6.68
C 1.47 4.64 6.10
C 2.92 4.77 6.55
H -1.05 4.82 8.24
H -0.13 4.66 9.74
H 0.47 5.68 8.44
H 0.13 2.64 8.34
H 1.67 3.44 8.54
H 0.92 5.57 6.28
H 1.45 4.46 5.03
H 2.99 4.95 7.63
H 3.40 5.60 6.04
H 3.47 3.85 6.33
C 5.02 -1.25 1.75
C 6.16 -0.47 1.11
O 6.14 0.92 1.39
C 6.21 1.29 2.75
C 7.47 0.82 3.45
H 4.07 -0.85 1.42
H 5.08 -2.30 1.46
H 5.05 -1.20 2.84
H 6.10 -0.55 0.03
H 7.13 -0.89 1.40
H 5.32 0.95 3.29
H 6.18 2.38 2.76
H 7.55 -0.27 3.47
H 7.48 1.18 4.48
H 8.36 1.20 2.94
```